Here is a 4-piece molecular cluster, CH11N3O3 overall from the Open Molecules 2025 dataset. Energies are from wB97M-V/def2-TZVPD.

Values from the calculation:
**Orbital gap (spin up / spin down)**: 9.8 / 5.8 eV
**Total energy**: -11817.1063 eV
**Net charge**: +1
**Multiplicity**: 2
**F_max**: 8.79 eV/Å
**Highest occupied orbital energy (spin up / spin down)**: -14.8 / -14.8 eV
**Molar mass**: 113.12 g mol⁻¹

Element x y z (Å)
O: 1.47303 0.47298 2.80224
O: 0.94232 2.34988 -1.31217
O: 1.43856 -1.52292 -3.01805
N: -0.39526 -1.63696 -0.25059
N: -0.69412 0.70253 0.18603
N: -2.16132 -0.70255 1.31532
C: -1.13246 -0.61395 0.30395
H: -1.43740 1.49664 0.23720
H: 1.11828 1.86916 -2.18767
H: 0.56543 -1.48397 -2.73164
H: -2.94784 -1.06661 1.02211
H: 1.80933 -1.16341 -2.13839
H: 1.73431 2.92628 -0.99017
H: 0.11352 0.89190 -0.56788
H: 1.04984 -0.24563 2.96776
H: -2.12070 -0.41157 2.21070
H: 1.18068 0.67010 1.98576
H: -0.53619 -2.53189 0.16549